[1]
Molecular formula: C21H27N5O3
Method: DFT, ωB97M-V with the def2-TZVPD basis set

Last column: natural (NBO) charge in e.
Cartesian coordinates (Å):
C  -2.750  -4.095  1.329  -0.609
H  -3.463  -3.637  2.013  0.196
C  -2.492  -3.199  0.124  -0.394
H  -1.788  -3.700  -0.541  0.225
H  -3.419  -3.024  -0.425  0.210
C  -1.901  -1.854  0.553  -0.146
N  -2.146  -0.815  -0.452  -0.229
C  -1.180  -0.579  -1.431  0.161
C  -0.481  -1.496  -2.202  -0.244
C  0.418  -0.998  -3.127  -0.172
C  0.625  0.370  -3.292  -0.235
C  -0.066  1.287  -2.525  -0.154
C  -0.968  0.800  -1.590  -0.095
C  -1.818  1.462  -0.634  0.416
N  -1.944  2.711  -0.384  -0.513
C  -2.854  3.129  0.578  0.598
O  -2.888  4.277  0.965  -0.585
C  -3.785  2.092  1.042  -0.338
C  -3.625  0.784  0.747  0.211
N  -2.512  0.450  0.010  -0.230
C  -4.598  -0.280  1.145  -0.656
H  -5.586  0.162  1.243  0.245
H  -4.340  -0.722  2.108  0.228
H  -4.634  -1.067  0.395  0.230
H  -4.637  2.420  1.615  0.232
H  0.074  2.350  -2.630  0.239
H  1.336  0.712  -4.027  0.223
H  0.975  -1.693  -3.738  0.222
H  -0.623  -2.557  -2.084  0.235
H  -2.374  -1.533  1.485  0.230
C  -0.383  -1.959  0.814  0.677
O  0.263  -2.953  0.577  -0.617
N  0.143  -0.827  1.332  -0.613
H  -0.430  -0.004  1.443  0.397
C  1.569  -0.630  1.456  -0.257
H  1.778  -0.153  2.416  0.198
C  2.101  0.236  0.291  -0.212
N  3.524  0.455  0.255  -0.446
C  4.064  1.219  1.364  -0.253
C  5.501  1.612  1.014  -0.070
O  6.296  0.476  0.767  -0.522
C  5.755  -0.290  -0.283  -0.070
H  6.413  -1.152  -0.403  0.192
C  4.326  -0.734  0.035  -0.252
H  3.913  -1.290  -0.809  0.207
H  4.351  -1.391  0.920  0.168
H  5.749  0.301  -1.211  0.165
H  5.973  2.142  1.844  0.193
H  5.488  2.259  0.124  0.166
H  3.462  2.117  1.507  0.207
H  4.078  0.639  2.303  0.166
H  1.820  -0.248  -0.649  0.205
H  1.615  1.217  0.325  0.196
H  2.026  -1.620  1.429  0.231
H  -3.153  -5.050  1.004  0.219
H  -1.820  -4.277  1.861  0.220

Summary:
**Kohn-Sham gap**: 8.5 eV
**Energy above the lowest of the compared OMol25 structures with the same formula, charge and spin**: 61.09 kcal/mol
**E_LUMO**: 0.045 eV
**Structure (SMILES)**: CC[C@@H](C(=O)NCCN1CCOCC1)n1c2ccccc2c2nc(=O)cc(C)n21
**Charge**: 0
**2S+1**: 1

---

[2]
Molecular formula: C21H27NO2P2Tm
Method: DFT, ωB97M-V with the def2-TZVPD basis set

Last column: Löwdin spin population.
Cartesian coordinates (Å):
C  -1.030  3.495  -0.731  0.000
C  -0.973  2.100  -0.751  0.000
C  0.316  1.521  -0.739  0.000
C  1.453  2.286  -0.977  0.000
C  1.354  3.676  -0.991  0.000
C  0.131  4.276  -0.814  0.000
C  2.808  1.532  -1.075  0.000
C  2.634  0.035  -1.440  0.000
C  1.453  -0.595  -1.058  0.000
C  1.253  -1.976  -1.304  0.000
C  2.303  -2.695  -1.895  0.000
C  3.493  -2.055  -2.286  0.000
C  3.642  -0.695  -2.088  0.000
H  -2.001  3.973  -0.662  0.000
H  2.276  4.244  -1.089  0.000
H  0.038  5.374  -0.779  0.000
H  3.068  1.868  -2.125  0.000
H  2.166  -3.755  -2.084  0.000
H  4.296  -2.663  -2.759  0.000
H  4.551  -0.161  -2.378  0.000
N  0.503  0.177  -0.355  -0.002
Tm  0.026  -0.280  1.479  2.001
C  -2.255  1.257  -0.784  0.000
H  -2.205  0.525  -1.616  0.000
H  -3.117  1.935  -0.931  0.000
C  -0.043  -2.693  -0.920  0.000
H  -0.921  -2.126  -1.281  0.000
H  -0.050  -3.699  -1.373  0.000
P  -2.619  0.283  0.776  -0.002
P  -0.276  -2.972  0.934  0.000
C  1.050  -4.180  1.256  0.001
H  1.179  -4.238  2.345  0.000
H  0.797  -5.179  0.873  0.000
H  2.003  -3.856  0.823  0.000
C  -1.759  -4.027  0.958  0.000
H  -1.572  -5.003  0.489  0.000
H  -2.032  -4.184  2.008  0.000
H  -2.603  -3.536  0.459  0.000
C  -3.320  1.622  1.811  0.000
H  -4.127  1.195  2.421  0.000
H  -2.521  1.990  2.469  0.000
H  -3.710  2.455  1.209  0.000
C  -4.102  -0.671  0.313  -0.001
H  -3.908  -1.728  0.528  0.000
H  -4.963  -0.354  0.913  0.000
H  -4.350  -0.574  -0.752  0.000
C  2.991  1.472  0.546  0.000
O  3.024  0.795  1.500  0.000
H  3.703  1.991  -1.132  0.000
C  0.404  2.819  2.625  0.001
O  0.035  1.496  2.322  0.001
H  -0.317  3.516  2.183  0.000
H  1.394  3.044  2.213  0.000
H  0.430  2.943  3.713  0.000

Summary:
**Kohn-Sham gap (spin up / spin down)**: 6.5 / 6.5 eV
**Energy above the lowest of the compared OMol25 structures with the same formula, charge and spin**: 127.87 kcal/mol
**E_LUMO (spin up / spin down)**: -3.000 / -2.959 eV
**Charge**: +1
**2S+1**: 3

---

[3]
Molecular formula: C21H27NO3
Method: DFT, ωB97M-V with the def2-TZVPD basis set

Last column: natural (NBO) charge in e.
Cartesian coordinates (Å):
O  1.249  -2.494  0.424  -0.632
C  0.843  -1.437  -0.009  0.664
N  1.092  -0.229  0.516  -0.626
H  0.688  0.568  0.047  0.413
C  1.917  0.030  1.694  0.147
C  1.929  1.537  1.945  -0.410
C  2.787  1.842  3.174  -0.205
C  4.215  1.357  2.933  -0.403
C  4.202  -0.151  2.683  -0.220
C  3.349  -0.459  1.455  -0.418
H  3.330  -1.533  1.264  0.238
H  3.761  0.037  0.573  0.204
C  3.619  -0.868  3.900  -0.400
C  2.193  -0.377  4.142  -0.220
C  1.334  -0.686  2.917  -0.418
H  1.316  -1.759  2.725  0.239
H  0.307  -0.351  3.081  0.203
C  2.204  1.130  4.394  -0.403
H  2.806  1.356  5.276  0.206
H  1.188  1.484  4.583  0.203
H  1.772  -0.890  5.014  0.213
H  3.615  -1.945  3.727  0.211
H  4.235  -0.669  4.780  0.204
H  5.225  -0.501  2.507  0.213
H  4.645  1.874  2.072  0.204
H  4.835  1.585  3.803  0.207
H  2.792  2.924  3.349  0.211
H  2.336  2.054  1.072  0.205
H  0.908  1.893  2.109  0.205
C  -0.041  -1.407  -1.260  -0.171
H  0.499  -1.872  -2.092  0.234
H  -0.937  -2.009  -1.070  0.214
O  -0.422  -0.082  -1.611  -0.540
C  -0.752  0.139  -2.894  0.809
O  -0.703  -0.701  -3.749  -0.576
C  -1.180  1.574  -3.105  -0.495
H  -0.335  2.231  -2.888  0.231
C  -2.367  1.926  -2.194  -0.429
C  -3.471  0.919  -2.371  0.065
C  -3.670  -0.086  -1.435  -0.256
C  -4.649  -1.045  -1.627  -0.190
C  -5.441  -1.009  -2.761  -0.219
C  -5.253  -0.007  -3.698  -0.197
C  -4.274  0.949  -3.504  -0.243
H  -4.131  1.729  -4.239  0.208
H  -5.870  0.027  -4.584  0.214
H  -6.203  -1.759  -2.914  0.214
H  -4.791  -1.823  -0.891  0.213
H  -3.054  -0.117  -0.546  0.211
H  -2.722  2.926  -2.452  0.220
H  -2.036  1.933  -1.155  0.215
H  -1.456  1.683  -4.154  0.232

Summary:
**Kohn-Sham gap**: 9.8 eV
**Energy above the lowest of the compared OMol25 structures with the same formula, charge and spin**: 9.03 kcal/mol
**E_LUMO**: 0.492 eV
**Structure (SMILES)**: O=C(COC(=O)CCc1ccccc1)N[C@]12C[C@H]3C[C@H](C[C@H](C3)C1)C2
**Charge**: 0
**2S+1**: 1